# C5H12O2

A 3-piece molecular cluster, C5H12O2 overall at a distorted geometry (wB97M-V/def2-TZVPD, the OMol25 dataset).

Structure (XYZ):
```
19
Properties=species:S:1:pos:R:3:lowdin_charge:R:1
O -3.207 -4.396 3.833 -0.064
O 0.913 0.636 4.429 -0.071
C 0.711 0.174 -1.852 -0.141
C 0.769 1.268 -2.599 -0.174
C 0.376 1.388 -4.047 -0.111
C 0.616 1.020 0.491 0.006
C 0.958 0.078 -0.391 -0.177
H 1.068 2.108 -4.500 0.069
H 1.088 0.922 3.522 0.001
H -0.643 1.760 -4.124 0.070
H 1.099 2.249 -2.197 0.116
H 0.471 -0.810 -2.258 0.104
H 0.925 0.747 1.488 0.016
H 1.414 -0.822 0.015 0.095
H -3.237 -3.846 4.611 0.022
H 0.368 -0.154 4.228 0.049
H -0.015 1.890 0.414 0.065
H 0.425 0.428 -4.600 0.081
H -4.099 -4.641 3.538 0.041
```

- Frontier orbital gap: 0.3567 Ha
- Energy above the lowest of the compared OMol25 structures with the same formula, charge and spin: 52.06 kcal per mole
- LUMO energy: 0.7110 eV
- HOMO: -9.00 eV

***

# C5H12O2

A 2-piece molecular cluster, C5H12O2 overall at a distorted geometry (wB97M-V/def2-TZVPD, the OMol25 dataset).

Structure (XYZ):
```
19
Properties=species:S:1:pos:R:3:lowdin_charge:R:1
O -0.257 1.671 -4.158 -0.006
O 3.260 1.033 0.181 -0.106
C -1.389 -0.340 1.300 -0.263
C -0.296 -0.337 0.221 -0.103
C 0.716 0.690 0.277 -0.062
C -1.795 -1.795 1.342 -0.149
C 2.155 0.160 0.624 -0.247
H -1.781 -2.334 0.341 0.086
H -0.347 2.057 -4.981 -0.009
H 2.285 -0.951 0.298 0.133
H -1.169 1.690 -3.974 0.011
H -2.905 -1.733 1.452 0.076
H 0.817 1.711 0.645 0.096
H 2.197 0.296 1.738 0.122
H -1.004 -0.039 2.287 0.112
H -2.156 0.352 0.934 0.106
H 2.783 1.551 -0.461 0.049
H -1.212 -2.410 2.050 0.083
H 0.098 -1.273 -0.114 0.069
```

- Frontier orbital gap: 0.3359 Ha
- Energy above the lowest of the compared OMol25 structures with the same formula, charge and spin: 99.51 kcal per mole
- LUMO energy: 0.5119 eV
- HOMO: -8.63 eV

***

# C5H12O2

A 2-piece molecular cluster, C5H12O2 overall (wB97M-V/def2-TZVPD, the OMol25 dataset).

Structure (XYZ):
```
19
Properties=species:S:1:pos:R:3:lowdin_charge:R:1
O 0.384 -1.590 0.081 -0.032
O -1.978 -0.206 0.888 0.024
C -0.662 0.280 -1.061 -0.115
C -1.787 0.498 -0.083 -0.273
C 0.606 -0.277 -0.392 -0.408
C 2.480 0.178 1.252 -0.102
C 1.132 0.644 0.715 -0.216
H 2.797 0.777 2.112 0.071
H 3.258 0.256 0.484 0.075
H -3.611 -0.992 -1.966 0.042
H 2.414 -0.869 1.563 0.075
H 1.378 -0.370 -1.166 0.147
H -0.387 -1.531 0.667 0.081
H 1.208 1.672 0.332 0.118
H -2.469 1.347 -0.288 0.123
H -1.020 -0.455 -1.798 0.119
H 0.397 0.662 1.530 0.111
H -0.461 1.210 -1.604 0.120
H -3.677 -1.234 -1.264 0.040
```

- Frontier orbital gap: 0.3989 Ha
- Energy above the lowest of the compared OMol25 structures with the same formula, charge and spin: 39.69 kcal per mole
- LUMO energy: 0.7960 eV
- HOMO: -10.06 eV

***

# C5H12O2

A 2-piece molecular cluster, C5H12O2 overall at a distorted geometry (wB97M-V/def2-TZVPD, the OMol25 dataset).

Structure (XYZ):
```
19
Properties=species:S:1:pos:R:3:lowdin_charge:R:1
O -2.546 -1.706 0.032 -0.103
O -0.635 2.435 -4.105 -0.065
C 2.875 0.603 1.706 -0.108
C -0.361 -1.120 0.661 -0.082
C -1.808 -0.726 0.774 -0.252
C 1.897 0.074 0.646 -0.259
C 0.631 -0.403 1.321 -0.138
H 2.482 0.368 2.687 0.057
H -2.321 -0.739 1.743 0.123
H -1.975 0.251 0.321 0.114
H 1.704 0.614 -0.272 0.096
H -0.960 3.317 -4.313 0.032
H -2.657 -1.475 -0.892 0.078
H 2.996 1.695 1.713 0.067
H 0.705 -0.668 2.374 0.108
H 2.271 -0.865 0.174 0.116
H -0.203 -2.095 0.205 0.115
H -0.039 2.584 -3.357 0.033
H 3.883 0.286 1.433 0.068
```

- Frontier orbital gap: 0.2769 Ha
- Energy above the lowest of the compared OMol25 structures with the same formula, charge and spin: 109.85 kcal per mole
- LUMO energy: 0.0819 eV
- HOMO: -7.45 eV

***

What did the fourth record say?
# C5H12O2

A 2-piece molecular cluster, C5H12O2 overall at a distorted geometry (wB97M-V/def2-TZVPD, the OMol25 dataset).

Structure (XYZ):
```
19
Properties=species:S:1:pos:R:3:lowdin_charge:R:1
O -2.546 -1.706 0.032 -0.103
O -0.635 2.435 -4.105 -0.065
C 2.875 0.603 1.706 -0.108
C -0.361 -1.120 0.661 -0.082
C -1.808 -0.726 0.774 -0.252
C 1.897 0.074 0.646 -0.259
C 0.631 -0.403 1.321 -0.138
H 2.482 0.368 2.687 0.057
H -2.321 -0.739 1.743 0.123
H -1.975 0.251 0.321 0.114
H 1.704 0.614 -0.272 0.096
H -0.960 3.317 -4.313 0.032
H -2.657 -1.475 -0.892 0.078
H 2.996 1.695 1.713 0.067
H 0.705 -0.668 2.374 0.108
H 2.271 -0.865 0.174 0.116
H -0.203 -2.095 0.205 0.115
H -0.039 2.584 -3.357 0.033
H 3.883 0.286 1.433 0.068
```

- Frontier orbital gap: 0.2769 Ha
- Energy above the lowest of the compared OMol25 structures with the same formula, charge and spin: 109.85 kcal per mole
- LUMO energy: 0.0819 eV
- HOMO: -7.45 eV

***

Among the records above, which one has the lowest frontier orbital gap? number 4